Density functional theory data (ωB97M-V/def2-TZVPD) for a single C2H3NO2S molecule.

Output
Energy relative to the best compared isomer or geometry (same formula, charge and spin)   220.0 kJ/mol
HOMO   -0.3375 Eh
SMILES   O=CO/C=N\S
Electronic energy   -681.37551 hartree
Net charge   0

Geometry (Å):
1 C 0.12513 0.57757 0.24267
2 C -1.80594 -0.71718 -0.15551
3 H 3.49620 0.48590 -0.32073
4 H -0.74590 1.37260 0.45521
5 H -2.10368 -1.73686 -0.18706
6 N 1.32882 0.83847 -0.02988
7 O -0.42400 -0.69196 0.39705
8 O -2.41747 0.31772 -0.28213
9 S 2.54684 -0.44626 -0.11961